Entry 1:
Molecular formula: C4H9N
Method: DFT, ωB97M-V with the def2-TZVPD basis set

Structure (ORCA input):
```
! RIJCOSX wB97M-V def2-TZVPD def2/J DEFGRID3
* xyz 0 1
C -0.464 1.435 -0.458
C -0.645 0.207 -0.092
C -1.806 -0.679 0.180
N 0.728 -0.533 -0.382
C 1.990 -0.120 0.182
H 0.351 2.130 -0.458
H -1.564 1.790 -0.298
H -2.719 -0.093 0.268
H -1.643 -1.219 1.113
H -1.927 -1.402 -0.626
H 0.646 -1.543 -0.421
H 2.198 0.919 -0.084
H 2.027 -0.182 1.280
H 2.828 -0.710 -0.202
*
```

Computed properties:
- structure (SMILES) = C=C(C)NC
- energy (eV) = -5781.763
- orbital gap (Eh) = 0.333

---

Entry 2:
Molecular formula: C4H9N
Method: DFT, ωB97M-V with the def2-TZVPD basis set

Structure (ORCA input):
```
! RIJCOSX wB97M-V def2-TZVPD def2/J DEFGRID3
* xyz 0 1
C 1.269 0.760 -0.864
C 0.413 -0.234 -0.608
N 0.468 -1.488 -1.228
C -0.870 0.105 0.100
C -0.810 0.431 1.601
H 1.175 1.816 -0.682
H 2.180 0.620 -1.454
H 0.108 -2.227 -0.623
H 1.396 -1.721 -1.512
H -1.630 -0.661 -0.085
H -1.256 1.002 -0.393
H -0.301 -0.364 2.142
H -0.286 1.373 1.743
H -1.856 0.587 1.863
*
```

Computed properties:
- structure (SMILES) = C=C(N)CC
- energy (eV) = -5783.337
- orbital gap (Eh) = 0.342

---

Entry 3:
Molecular formula: C4H9N
Method: DFT, ωB97M-V with the def2-TZVPD basis set

Structure (ORCA input):
```
! RIJCOSX wB97M-V def2-TZVPD def2/J DEFGRID3
* xyz 0 1
C -1.516 0.909 -0.771
C -0.834 0.232 0.375
C 0.604 -1.443 1.163
N 0.340 -0.402 0.353
C 1.452 0.092 -0.473
H -2.517 1.180 -0.420
H -1.037 1.839 -1.107
H -1.658 0.264 -1.651
H -1.385 0.075 1.293
H -0.252 -1.857 1.682
H 1.604 -1.535 1.566
H 1.736 1.079 -0.100
H 2.290 -0.603 -0.383
H 1.174 0.169 -1.527
*
```

Computed properties:
- energy (eV) = -5781.340
- orbital gap (Eh) = 0.275

---

Entry 4:
Molecular formula: C4H9N
Method: DFT, ωB97M-V with the def2-TZVPD basis set

Structure (ORCA input):
```
! RIJCOSX wB97M-V def2-TZVPD def2/J DEFGRID3
* xyz 0 1
C -0.071 -0.128 -1.653
C 0.227 0.331 -0.445
N 0.324 1.703 -0.173
C 0.436 -0.527 0.769
C -0.811 -1.246 1.298
H -0.217 -1.208 -1.743
H -0.255 0.323 -2.618
H 0.750 1.960 0.701
H 0.512 2.355 -0.914
H 0.972 0.025 1.528
H 1.212 -1.244 0.522
H -1.695 -0.650 1.105
H -0.933 -2.167 0.735
H -0.736 -1.420 2.366
*
```

Computed properties:
- structure (SMILES) = C=C(N)CC
- energy (eV) = -5783.358
- orbital gap (Eh) = 0.336

---

Entry 5:
Molecular formula: C4H9N
Method: DFT, ωB97M-V with the def2-TZVPD basis set

Structure (ORCA input):
```
! RIJCOSX wB97M-V def2-TZVPD def2/J DEFGRID3
* xyz 0 1
C -1.059 -0.479 2.117
C -0.444 0.352 1.286
C 0.530 -0.145 0.271
C 0.611 0.586 -1.110
N -0.099 -0.240 -2.098
H -0.979 -1.555 2.003
H -1.740 -0.247 2.929
H -0.527 1.418 1.488
H 1.488 -0.107 0.803
H 0.248 -1.162 0.004
H 1.676 0.659 -1.325
H 0.131 1.556 -1.038
H -0.336 0.338 -2.898
H 0.498 -0.973 -2.433
*
```

Computed properties:
- structure (SMILES) = C=CCCN
- energy (eV) = -5782.929
- orbital gap (Eh) = 0.385

---

Entry 6:
Molecular formula: C4H9N
Method: DFT, ωB97M-V with the def2-TZVPD basis set

Structure (ORCA input):
```
! RIJCOSX wB97M-V def2-TZVPD def2/J DEFGRID3
* xyz 1 2
C -1.655 1.098 -0.286
N -0.020 -0.475 1.303
C 0.402 -0.148 -0.023
C -0.389 0.617 -0.821
C 1.646 -0.904 -0.370
H -1.429 1.637 0.612
H -2.177 1.728 -0.954
H -2.239 0.201 -0.172
H -0.932 -0.510 1.594
H 0.622 -1.048 1.856
H -0.062 0.794 -1.832
H 2.197 -1.507 0.395
H 2.529 -0.255 -0.565
H 1.611 -1.692 -1.056
*
```

Computed properties:
- energy (eV) = -5775.222
- orbital gap (spin up / spin down) (Eh) = 0.422 / 0.334